Entry 1:
61
Properties=species:S:1:pos:R:3 method="wB97M-V/def2-TZVPD" lumo_ev=-1.63
N 2.194 0.466 4.452
C 2.327 0.680 3.000
C 1.932 2.095 2.610
C 0.408 2.287 2.579
C -0.004 3.617 1.932
C -1.211 3.497 0.986
C -2.327 2.660 1.548
C -3.140 3.024 2.586
P -3.058 4.610 3.448
S -2.586 6.240 2.503
C -4.143 2.129 3.101
C -4.346 0.892 2.600
C -3.530 0.469 1.523
N -3.547 -0.720 0.912
S -2.383 -0.666 -0.185
N -1.821 0.805 0.022
C -2.538 1.357 1.010
H 1.398 0.986 4.799
H 1.994 -0.505 4.651
H 3.355 0.464 2.706
H 1.690 -0.027 2.454
H 2.392 2.805 3.296
H 2.284 2.257 1.590
H -0.009 1.432 2.048
H 0.032 2.273 3.605
H -0.183 4.387 2.682
H 0.830 3.972 1.324
H -1.568 4.478 0.681
H -0.853 2.995 0.089
H -4.354 4.695 3.976
H -2.284 4.337 4.590
H -4.765 2.450 3.926
H -5.093 0.226 3.004
C -1.456 -2.694 -6.100
C -1.942 -3.751 -5.433
C -1.804 -3.890 -3.936
O -2.291 -4.880 -3.424
C -1.100 -2.852 -3.208
C -0.621 -1.794 -3.875
C -0.775 -1.645 -5.367
O -0.313 -0.638 -5.871
O 0.012 -0.786 -3.286
O -2.580 -4.754 -6.015
H -1.552 -2.586 -7.171
H -0.983 -2.964 -2.138
H 0.265 -0.170 -4.002
H -2.824 -5.374 -5.299
C 3.021 -3.368 -0.314
C 4.305 -3.462 -0.687
C 5.003 -2.366 -1.458
O 6.174 -2.549 -1.733
C 4.248 -1.185 -1.820
C 2.963 -1.090 -1.447
C 2.272 -2.179 -0.659
O 1.104 -1.991 -0.363
O 2.185 -0.061 -1.728
O 5.072 -4.506 -0.420
H 2.515 -4.148 0.237
H 4.750 -0.411 -2.382
H 1.311 -0.273 -1.344
H 5.949 -4.303 -0.801

---

Entry 2:
58
Properties=species:S:1:pos:R:3 method="wB97M-V/def2-TZVPD" lumo_ev=0.13 smiles="CCOc1ccc2nc(NC(=O)CSc3nnc(-c4ccncc4)n3C[C@@H]3CCCO3)sc2c1" relative_energy_kcal_mol=64.9
C -5.593 -1.299 -1.876
C -5.034 -0.567 -0.660
O -4.238 -1.401 0.159
C -2.962 -1.698 -0.193
C -2.288 -1.191 -1.309
C -0.968 -1.517 -1.552
C -0.296 -2.364 -0.684
N 1.017 -2.737 -0.772
C 1.358 -3.505 0.196
N 2.600 -4.015 0.444
C 3.843 -3.642 -0.022
O 4.827 -4.191 0.409
C 3.888 -2.563 -1.072
S 4.245 -0.926 -0.320
C 2.754 -0.661 0.550
N 2.311 -1.366 1.554
N 1.106 -0.903 1.869
C 0.807 0.093 1.063
C -0.491 0.742 1.129
C -1.118 1.374 0.056
C -2.378 1.914 0.253
N -3.042 1.841 1.392
C -2.464 1.211 2.401
C -1.199 0.657 2.330
N 1.845 0.299 0.192
C 2.131 1.370 -0.716
C 3.042 2.438 -0.061
C 2.377 3.125 1.136
C 1.638 4.284 0.471
C 2.585 4.636 -0.678
O 3.298 3.451 -1.011
S 0.067 -3.925 1.339
C -0.992 -2.896 0.424
C -2.305 -2.569 0.676
H -6.171 -2.160 -1.553
H -4.793 -1.648 -2.525
H -6.239 -0.631 -2.440
H -5.852 -0.253 -0.006
H -4.475 0.328 -0.957
H -2.787 -0.527 -1.996
H -0.451 -1.118 -2.412
H 2.648 -4.665 1.221
H 2.954 -2.489 -1.626
H 4.740 -2.735 -1.729
H -0.672 1.420 -0.924
H -2.886 2.432 -0.552
H -3.047 1.154 3.310
H -0.753 0.151 3.171
H 2.659 0.963 -1.583
H 1.212 1.846 -1.047
H 3.994 1.961 0.203
H 3.144 3.503 1.813
H 1.719 2.461 1.694
H 0.669 3.955 0.092
H 1.479 5.123 1.142
H 3.309 5.400 -0.369
H 2.063 4.990 -1.571
H -2.833 -2.959 1.529

---

Entry 3:
65
Properties=species:S:1:pos:R:3 method="wB97M-V/def2-TZVPD" charge=-2 lumo_ev=4.11 relative_energy_kcal_mol=14.9
Sc -12.926 -14.180 11.667
C -16.775 -10.859 10.868
C -15.739 -11.936 10.654
S -15.392 -12.971 12.038
C -15.104 -12.167 9.489
C -15.445 -11.376 8.249
S -13.747 -13.311 9.250
H -16.760 -10.562 11.927
H -17.772 -11.235 10.666
H -16.587 -9.966 10.265
H -16.375 -10.829 8.372
H -15.513 -12.054 7.399
H -14.617 -10.700 8.023
O -8.434 -18.751 12.411
C -9.211 -17.853 12.290
C -10.053 -17.513 11.063
O -10.005 -18.149 10.038
C -10.857 -16.355 11.443
C -10.578 -15.941 12.738
O -11.194 -14.953 13.236
C -9.590 -16.858 13.386
O -9.148 -16.849 14.495
O -11.773 -15.703 10.734
N -13.901 -12.538 15.071
C -12.706 -13.549 15.153
C -12.164 -13.702 16.549
P -11.454 -12.660 14.119
O -11.938 -11.067 14.598
O -10.062 -12.863 14.540
O -12.044 -12.632 12.701
P -13.493 -15.189 14.674
O -15.020 -14.889 15.285
O -12.842 -16.295 15.367
O -13.846 -15.147 13.194
H -13.559 -11.587 15.258
H -14.640 -12.825 15.708
H -14.335 -12.551 14.118
H -11.801 -12.740 16.916
H -11.308 -14.369 16.487
H -12.906 -14.139 17.226
H -11.146 -10.562 14.789
H -15.558 -14.769 14.460
Te -10.444 -14.713 8.381
C -9.384 -13.879 6.692
C -9.513 -12.560 6.275
C -8.779 -12.044 5.213
C -7.887 -12.862 4.567
C -7.741 -14.189 4.948
C -8.470 -14.685 6.008
C -9.426 -13.523 9.799
C -9.859 -12.230 10.023
C -9.206 -11.469 10.974
C -8.140 -11.999 11.698
C -7.714 -13.301 11.474
C -8.341 -14.054 10.487
H -10.230 -11.913 6.763
H -8.903 -11.009 4.907
H -7.352 -12.482 3.701
H -7.006 -14.811 4.441
H -8.307 -15.724 6.317
H -10.727 -11.852 9.494
H -9.572 -10.504 11.197
H -7.686 -11.393 12.485
H -6.897 -13.723 12.058
H -8.062 -15.069 10.252

---

Entry 4:
60
Properties=species:S:1:pos:R:3 method="wB97M-V/def2-TZVPD" charge=-3 lumo_ev=4.85 relative_energy_kcal_mol=51.1
Ba 0.938 -1.092 -0.457
C -2.192 -3.134 -3.896
C -0.971 -3.231 -2.991
C 0.286 -3.862 -3.635
O -0.605 -1.931 -2.581
H -3.039 -2.694 -3.373
H -2.457 -4.145 -4.219
H -1.791 -2.582 -4.747
H -1.074 -3.897 -2.122
H 1.128 -4.231 -3.046
H 0.618 -3.504 -4.610
H -0.004 -4.899 -3.873
C -2.462 2.036 0.752
C -1.388 1.176 0.632
C -0.276 1.092 1.804
O 0.524 0.178 1.759
C -0.392 1.976 2.869
C -1.455 2.862 2.934
C -2.528 2.868 1.865
O -3.575 3.600 1.984
O -1.521 3.667 3.930
O -1.269 0.527 -0.425
H -3.363 2.024 0.157
H 0.347 2.060 3.655
C 1.094 4.462 -3.259
C 2.430 4.638 -3.251
C 3.412 3.445 -3.016
O 4.674 3.570 -3.296
C 2.962 2.234 -2.647
C 1.540 1.964 -2.558
C 0.534 3.138 -2.953
O -0.661 2.951 -2.930
O 1.010 0.881 -2.247
O 2.882 5.803 -3.522
H 0.428 5.313 -3.260
H 3.635 1.406 -2.473
C 4.967 1.260 3.421
C 3.517 1.534 3.308
C 3.115 1.987 1.935
C 3.340 1.065 0.845
N 3.502 0.325 -0.061
H 5.546 2.160 3.198
H 5.351 0.589 2.649
H 5.260 0.941 4.421
H 3.257 2.175 4.152
H 2.995 0.625 3.617
H 3.705 2.803 1.505
H 2.062 2.236 1.788
C -4.197 -3.597 3.282
C -4.341 -3.162 1.843
C -3.424 -3.948 0.820
C -2.079 -3.346 0.739
N -1.010 -2.900 0.649
H -4.647 -2.960 4.043
H -3.135 -3.531 3.526
H -4.488 -4.645 3.366
H -4.159 -2.095 1.711
H -5.322 -3.323 1.392
H -3.877 -3.854 -0.167
H -3.354 -5.007 1.067

---

no.,HOMO energy (Ha),frontier orbital gap (eV)
1,-0.3275,7.285
2,-0.2914,8.061
3,-0.0601,5.742
4,0.0684,2.994